ORCA calculation (ωB97M-V/def2-TZVPD) on C3H3NO2 as an isolated structure in a non-equilibrium geometry.

Kohn-Sham gap (alpha / beta), eV: 8.1 / 8.1
Energy above the lowest of the compared OMol25 structures with the same formula, charge and spin, kJ/mol: 478.1
Charge: 0

Atoms and positions in Å:
O1 0.137 1.448 -0.940
C1 0.257 0.363 -0.187
C2 -0.890 -0.251 0.337
O2 -2.081 0.084 0.275
C3 1.534 -0.268 -0.146
N1 2.574 -0.787 -0.113
H1 -0.818 1.568 -1.121
H2 -0.163 -0.668 1.410
H3 -0.557 -1.460 0.507

natural (NBO) population analysis, charges in e, atoms 1 to 5: O -0.601; C 0.236; C 0.055; O -0.652; C 0.181

ORCA calculation (ωB97M-V/def2-TZVPD) on C25H40BCoO4 as an isolated structure in a non-equilibrium geometry.

⟨S²⟩: 3.77
Kohn-Sham gap (alpha / beta), eV: 4.2 / 4.8
2S+1: 4
Charge: -1

Atoms and positions in Å:
O1 -0.206 -1.481 0.093
C1 -1.336 -0.853 0.770
C2 -1.993 -2.208 0.992
H1 -1.847 -0.170 0.099
H2 -1.013 -0.307 1.651
C3 -0.884 -2.807 0.113
H3 -3.002 -2.318 0.603
H4 -1.962 -2.553 2.022
C4 -1.347 -3.174 -1.276
H5 -1.776 -2.311 -1.780
H6 -2.113 -3.947 -1.213
H7 -0.533 -3.556 -1.884
C5 -0.024 -3.867 0.745
H8 0.197 -3.636 1.783
H9 0.918 -3.971 0.212
H10 -0.541 -4.825 0.712
Co1 1.827 -0.611 -0.182
C6 3.768 -0.777 1.142
C7 3.196 0.487 1.385
C8 1.973 0.277 2.062
H11 3.603 1.443 1.103
C9 1.791 -1.103 2.215
C10 2.884 -1.768 1.627
H12 3.032 -2.834 1.575
H13 4.715 -0.955 0.665
H14 1.278 1.046 2.344
H15 0.931 -1.574 2.657
C11 3.482 -0.395 -1.918
C12 3.363 -1.767 -1.593
C13 2.064 -2.186 -1.925
H16 4.127 -2.386 -1.158
C14 1.378 -1.068 -2.459
C15 2.263 0.026 -2.467
H17 2.013 1.030 -2.756
H18 4.346 0.225 -1.751
H19 1.683 -3.185 -1.816
H20 0.345 -1.033 -2.757
O2 -5.705 -1.578 0.591
C16 -5.980 -2.948 0.905
C17 -7.491 -3.066 1.029
H21 -5.488 -3.211 1.848
H22 -5.563 -3.579 0.119
C18 -7.866 -1.683 1.548
H23 -7.797 -3.875 1.689
H24 -7.942 -3.238 0.051
C19 -6.887 -0.796 0.795
H25 -7.688 -1.621 2.623
H26 -8.904 -1.416 1.362
H27 -6.619 0.109 1.341
H28 -7.297 -0.496 -0.176
C20 2.492 4.359 1.331
C21 1.904 4.001 -0.055
C22 1.153 5.249 -0.569
O3 1.008 2.899 0.131
B1 1.710 1.783 -0.514
O4 3.062 2.181 -0.954
C23 3.013 3.553 -1.090
C24 2.705 3.838 -2.587
C25 4.431 4.110 -0.821
H29 1.681 4.645 2.029
H30 3.188 5.227 1.261
H31 3.039 3.507 1.776
H32 0.387 5.579 0.160
H33 1.870 6.086 -0.736
H34 0.631 5.039 -1.525
H35 2.727 4.928 -2.798
H36 3.477 3.365 -3.238
H37 1.723 3.425 -2.891
H38 4.802 3.820 0.186
H39 5.165 3.682 -1.543
H40 4.457 5.215 -0.914

Löwdin population analysis, charges in e, atoms 1 to 5: O -0.167; C -0.122; C -0.072; H 0.120; H 0.110

ORCA calculation (ωB97M-V/def2-TZVPD) on a 3-piece molecular cluster, C3H7O2 overall in a non-equilibrium geometry.

Kohn-Sham gap, eV: 6.8
Energy above the lowest of the compared OMol25 structures with the same formula, charge and spin, kJ/mol: 302.0
Charge: -1

Atoms and positions in Å:
C1 1.542 0.896 -0.920
O1 2.607 1.078 -1.456
H1 1.443 0.828 0.180
H2 0.609 0.594 -1.425
H3 1.274 0.214 2.967
C2 -1.439 -0.918 -1.022
C3 -1.231 -0.356 0.230
O2 -1.195 0.839 0.621
H4 -1.427 -2.002 -0.973
H5 -1.839 -0.386 -1.877
H6 -0.932 -1.172 0.942
H7 0.589 0.386 2.733

natural (NBO) population analysis, charges in e, atoms 1 to 5: C 0.286; O -0.575; H 0.112; H 0.149; H -0.054

ORCA calculation (ωB97M-V/def2-TZVPD) on C6H10O as an isolated structure.

Kohn-Sham gap, eV: 10.2
Energy above the lowest of the compared OMol25 structures with the same formula, charge and spin, kJ/mol: 106.1
Charge: 0

Atoms and positions in Å:
C1 -0.055 1.665 -0.873
C2 0.047 0.345 -0.149
C3 -1.120 -0.648 -0.214
C4 -0.073 -1.586 0.408
C5 0.968 -0.860 -0.524
O1 0.302 -1.040 1.668
C6 0.290 0.357 1.373
H1 -0.905 2.228 -0.464
H2 -0.248 1.507 -1.940
H3 0.844 2.282 -0.770
H4 -2.052 -0.393 0.301
H5 -1.321 -0.944 -1.250
H6 -0.337 -2.631 0.573
H7 0.958 -1.133 -1.584
H8 1.999 -0.774 -0.162
H9 -0.535 0.792 1.945
H10 1.236 0.833 1.662

natural (NBO) population analysis, charges in e, atoms 1 to 5: C -0.609; C -0.063; C -0.431; C 0.094; C -0.417

ORCA calculation (ωB97M-V/def2-TZVPD) on a 2-piece molecular cluster, C14H18BrF8N2O4 overall in a non-equilibrium geometry.

Kohn-Sham gap, eV: 6.9
Charge: -1

Atoms and positions in Å:
C1 2.647 -0.206 2.265
C2 1.966 -1.477 1.574
Br1 3.416 -2.891 1.496
C3 0.759 -2.129 2.400
C4 -0.705 -1.691 1.927
C5 -1.650 -2.955 2.348
N1 -1.304 -3.515 3.686
C6 -1.032 -1.575 0.353
C7 -2.121 -0.358 0.258
O1 -3.160 -0.249 -0.434
N2 -1.548 0.574 1.281
C8 -1.373 -0.344 2.474
C9 -0.932 0.278 3.876
O2 -1.891 0.630 4.663
O3 0.355 0.433 4.323
H1 3.659 0.003 1.756
H2 2.031 0.756 2.186
H3 2.907 -0.427 3.367
H4 1.733 -1.233 0.488
H5 0.853 -1.954 3.529
H6 0.849 -3.271 2.259
H7 -1.497 -3.778 1.555
H8 -2.763 -2.696 2.339
H9 -1.175 -2.788 4.400
H10 -1.952 -4.251 3.983
H11 -1.312 -2.543 -0.210
H12 -0.198 -1.164 -0.353
H13 -2.381 1.131 1.550
H14 -2.478 -0.625 2.677
C10 -0.704 2.154 -4.332
C11 -0.278 0.724 -3.941
C12 -0.275 0.417 -2.444
F1 0.601 1.186 -1.769
F2 0.096 -0.867 -2.220
F3 0.930 0.455 -4.495
F4 -1.162 -0.130 -4.537
O4 0.350 3.081 -4.618
C13 0.904 3.789 -3.528
C14 2.396 3.502 -3.345
F5 2.619 2.195 -3.089
F6 2.895 4.197 -2.294
F7 0.185 3.552 -2.417
F8 0.729 5.102 -3.813
H15 -1.237 2.060 -5.282
H16 -1.442 2.574 -3.644
H17 -1.269 0.553 -2.008
H18 2.960 3.773 -4.241

natural (NBO) population analysis, charges in e, atoms 1 to 5: C -0.640; C -0.169; Br -0.109; C -0.465; C -0.033

ORCA calculation (ωB97M-V/def2-TZVPD) on C6H14F3FeHg2NO9S as an isolated structure in a non-equilibrium geometry.

⟨S²⟩: 6.03
Kohn-Sham gap (alpha / beta), eV: 3.9 / 3.9
2S+1: 5
Charge: 0

Atoms and positions in Å:
Hg1 2.644 1.495 -1.908
Hg2 -1.653 0.991 -1.375
Fe1 0.350 3.276 -1.623
O1 2.048 3.131 -0.529
H1 2.692 3.788 -0.251
O2 0.607 0.930 -1.320
H2 0.942 0.438 -0.557
O3 -1.063 2.648 -2.807
H3 -0.475 2.300 -3.496
O4 -0.925 2.925 0.046
C1 -2.224 3.342 0.386
C2 -3.522 2.530 0.079
O5 -3.667 1.794 -1.099
H4 -2.373 4.308 -0.148
H5 -2.279 3.795 1.388
H6 -4.342 3.266 0.086
H7 -3.726 1.883 0.955
C3 5.167 -1.428 0.680
F1 5.799 -1.066 1.792
F2 5.856 -1.088 -0.397
F3 5.026 -2.754 0.761
S1 3.458 -0.637 0.689
O6 3.537 0.466 1.598
O7 3.255 -0.221 -0.730
O8 2.506 -1.638 1.098
C4 -1.066 -1.416 0.737
O9 -1.732 -0.432 0.396
N1 -1.451 -2.679 0.542
C5 -0.580 -3.741 0.993
C6 -2.732 -3.053 -0.032
H8 -0.053 -1.378 1.161
H9 0.162 -3.994 0.230
H10 -1.067 -4.674 1.273
H11 0.000 -3.515 1.890
H12 -2.527 -3.493 -1.013
H13 -3.181 -3.891 0.506
H14 -3.414 -2.211 0.003

natural (NBO) population analysis, charges in e, atoms 1 to 5: Hg 1.578; Hg 1.567; Fe 1.523; O -1.214; H 0.491

ORCA calculation (ωB97M-V/def2-TZVPD) on a 2-piece molecular cluster, C7H11N overall in a non-equilibrium geometry.

Kohn-Sham gap, eV: 9.6
Energy above the lowest of the compared OMol25 structures with the same formula, charge and spin, kJ/mol: 346.1
Charge: 0

Atoms and positions in Å:
C1 -2.574 -1.289 -0.314
C2 -2.539 -0.775 1.078
C3 -2.160 0.487 1.284
C4 -1.656 1.426 0.248
C5 -1.850 0.866 -0.954
C6 -2.221 -0.413 -1.229
C7 3.976 0.365 -0.099
H1 -3.054 -2.124 -0.894
H2 -3.212 -1.178 1.978
H3 -1.963 0.797 2.297
H4 -1.292 2.398 0.537
H5 -1.550 1.695 -1.713
H6 -2.146 -0.945 -2.160
H7 2.460 -1.144 0.570
H8 3.805 -1.705 -0.107
H9 5.107 0.404 -0.056
H10 3.914 0.609 -1.250
H11 3.555 1.371 0.388
N1 3.402 -0.845 0.395

natural (NBO) population analysis, charges in e, atoms 1 to 5: C -0.201; C -0.235; C -0.215; C -0.202; C -0.206

ORCA calculation (ωB97M-V/def2-TZVPD) on C4H6S3 as an isolated structure in a non-equilibrium geometry.

Kohn-Sham gap, eV: 8.6
Energy above the lowest of the compared OMol25 structures with the same formula, charge and spin, kJ/mol: 36.2
Charge: 0

Atoms and positions in Å:
C1 -1.345 0.831 -0.235
C2 -0.580 -0.496 0.029
C3 0.623 -0.451 0.942
C4 1.614 -1.057 -0.150
H1 0.340 1.654 -1.705
H2 -1.816 1.035 0.747
H3 -2.231 0.729 -0.905
H4 -1.256 -1.276 0.291
H5 0.504 -1.130 1.863
H6 0.936 0.550 1.205
S1 -0.350 2.168 -0.578
S2 3.163 -1.413 -0.122
S3 0.400 -1.143 -1.381

natural (NBO) population analysis, charges in e, atoms 1 to 5: C -0.601; C -0.309; C -0.491; C -0.303; H 0.138